(1)
Molecular formula: C57H63N2S
Method: DFT, wB97M-V/def2-TZVPD

```
! RIJCOSX wB97M-V def2-TZVPD def2/J DEFGRID3
* xyz 1 1
C -0.48867 2.69605 2.24701
C 0.70720 3.07035 3.06095
N 0.84169 2.85974 4.29567
C 1.88059 3.81370 2.46966
N 1.91085 5.16507 3.13320
S 1.08394 6.44859 2.20011
H -0.61042 1.62138 2.27769
H -0.40331 2.96883 1.20811
H -1.36496 3.13596 2.69809
H 0.03179 2.38114 4.68194
H 1.90552 3.86764 1.39190
H 2.78287 3.32372 2.79635
H 1.43098 5.04358 4.02669
H 2.86951 5.45327 3.30148
H 1.05752 7.34322 3.19439
C 3.43863 6.23572 -3.65606
C 2.18936 5.65909 -3.47601
C 1.60131 5.65433 -2.22075
C 2.25939 6.24511 -1.15090
C 3.50624 6.82896 -1.33093
C 4.09890 6.81825 -2.58397
H 3.89844 6.23305 -4.63519
H 1.67164 5.21579 -4.31234
H 0.62450 5.20486 -2.08479
H 1.79970 6.26848 -0.17266
H 4.01492 7.29651 -0.49663
H 5.07153 7.26902 -2.72767
C -3.12044 -1.53812 -1.11187
C -1.82142 -1.12348 -0.86499
C -1.56576 0.19548 -0.51444
C -2.61534 1.09535 -0.39342
C -3.91747 0.68029 -0.63687
C -4.16783 -0.63226 -1.00245
H -3.32014 -2.56515 -1.38673
H -1.00449 -1.82906 -0.94171
H -0.54720 0.51419 -0.32363
H -2.43057 2.12183 -0.09944
H -4.73701 1.37989 -0.53605
H -5.18252 -0.95422 -1.19359
C 0.76299 -3.88666 2.20701
C 2.06293 -3.47505 2.46742
C 2.31624 -2.15714 2.81780
C 1.26786 -1.25304 2.91371
C -0.03211 -1.66576 2.65620
C -0.28539 -2.98251 2.29983
H 0.56616 -4.91453 1.93306
H 2.87955 -4.18164 2.39982
H 3.33065 -1.83770 3.01765
H 1.46602 -0.22445 3.19458
H -0.85118 -0.96016 2.73371
H -1.29859 -3.30438 2.09708
C 8.27307 4.79983 -4.57159
C 8.50944 3.86523 -5.56921
C 7.54031 2.92306 -5.88196
C 6.33140 2.91884 -5.20125
C 6.09340 3.85557 -4.20564
C 7.06534 4.79367 -3.88882
H 9.03034 5.53264 -4.32649
H 9.44997 3.87107 -6.10337
H 7.72729 2.19175 -6.65682
H 5.57468 2.18552 -5.44785
H 5.14908 3.85422 -3.67582
H 6.88168 5.52089 -3.10828
C -3.92424 -3.09379 5.64123
C -4.15012 -4.06869 6.60222
C -3.14017 -4.95867 6.93884
C -1.90201 -4.87138 6.31841
C -1.67400 -3.89524 5.35910
C -2.68612 -3.00830 5.02021
H -4.71354 -2.40234 5.37557
H -5.11425 -4.13559 7.08828
H -3.31889 -5.72208 7.68427
H -1.11492 -5.56545 6.58202
H -0.70914 -3.82639 4.87471
H -2.51006 -2.24961 4.26790
C 5.29387 -5.83007 4.86457
C 6.63615 -5.78447 4.51557
C 7.27884 -4.56207 4.38530
C 6.58071 -3.38431 4.61012
C 5.23920 -3.43020 4.96125
C 4.59429 -4.65258 5.08556
H 4.79315 -6.78384 4.96501
H 7.18200 -6.70281 4.34588
H 8.32438 -4.52728 4.10973
H 7.08372 -2.43102 4.51275
H 4.69455 -2.51173 5.14003
H 3.54659 -4.68724 5.35563
C -6.21857 -2.14286 1.42042
C -7.18281 -1.19852 1.09794
C -8.52913 -1.51019 1.22224
C -8.91015 -2.76478 1.67589
C -7.94600 -3.70788 2.00180
C -6.59976 -3.39835 1.87185
H -5.16835 -1.90005 1.32082
H -6.88471 -0.21725 0.74929
H -9.28147 -0.77593 0.96621
H -9.95959 -3.00743 1.77578
H -8.24424 -4.68527 2.35673
H -5.84782 -4.13528 2.12260
C 1.16696 1.24913 -4.87589
C 0.67844 1.43827 -6.16068
C -0.68999 1.42724 -6.39036
C -1.56865 1.22951 -5.33515
C -1.08078 1.05179 -4.04678
C 0.28753 1.06184 -3.81804
H 2.23497 1.24227 -4.69977
H 1.36427 1.58641 -6.98438
H -1.07122 1.56222 -7.39369
H -2.63534 1.21019 -5.51667
H -1.76578 0.89053 -3.22398
H 0.67002 0.90772 -2.81592
C -3.91569 -2.78689 -6.35893
C -5.19899 -3.29769 -6.22619
C -5.97335 -2.95325 -5.12791
C -5.46718 -2.09023 -4.16675
C -4.18559 -1.57496 -4.30201
C -3.40781 -1.92673 -5.39569
H -3.31010 -3.06135 -7.21256
H -5.59526 -3.96687 -6.97815
H -6.97178 -3.35628 -5.02169
H -6.07579 -1.81873 -3.31314
H -3.79177 -0.90005 -3.55853
H -2.40514 -1.53061 -5.49383
*
```

Values from the calculation:
* LUMO level: -4.14 eV
* E_tot: -73938.37163 eV

=====

(2)
Molecular formula: C57H64N3O9
Method: DFT, wB97M-V/def2-TZVPD

```
! RIJCOSX wB97M-V def2-TZVPD def2/J DEFGRID3
* xyz 1 1
C 0.28602 -5.97637 4.85071
C 0.84777 -4.55809 4.61227
C 2.24974 -4.55709 3.98032
C 2.16189 -4.77192 2.45070
C 1.93697 -3.41346 1.78822
C 1.89428 -3.18929 0.25388
C 1.85698 -4.27695 -0.84148
C 2.31589 -5.71032 -0.55791
C 1.24454 -6.68742 -0.08430
O 1.13323 -7.83699 -0.91392
C 2.04395 -8.82485 -0.57189
O 1.84251 -9.47606 0.40004
C 3.20689 -9.00744 -1.44532
C 4.29938 -9.72941 -0.94172
C 5.42633 -9.93713 -1.73617
C 5.48252 -9.43894 -3.04197
C 4.38587 -8.73002 -3.54595
C 3.25679 -8.51963 -2.75519
N -0.10819 -6.11607 0.06569
C -1.02831 -7.22316 0.48487
N -0.53198 -7.77183 1.72928
C -0.61273 -5.25572 -1.06882
C -1.81614 -4.45051 -0.56294
C -1.58176 -3.43007 0.57927
C -1.89808 -1.96714 0.22474
C -1.05476 -0.96043 0.98957
N -1.80848 0.30739 1.09448
C -0.99075 1.40673 1.53814
C 0.30860 1.70887 0.84228
O -1.35797 2.07647 2.45245
C -1.11183 -6.13071 -2.25294
C -2.55315 -6.61820 -2.25176
O -2.65041 -7.70192 -3.18697
C -3.49995 -8.67312 -2.73187
O -3.13177 -9.51624 -1.99744
C 0.55539 -4.41146 -1.68389
C 0.13867 -3.10757 -2.34213
H -0.45038 -6.21200 4.09162
H -0.22847 -6.02207 5.80239
H 1.07953 -6.71424 4.80198
H 0.14420 -4.03508 3.96434
H 0.84649 -3.99369 5.53860
H 2.79592 -5.36871 4.44675
H 2.67977 -3.58315 4.18819
H 3.12515 -5.17406 2.15023
H 1.36429 -5.49927 2.31110
H 2.70989 -2.76770 2.19008
H 1.02783 -3.00566 2.22868
H 1.04172 -2.54771 0.06820
H 2.72514 -2.53587 0.01130
H 2.55960 -3.94835 -1.60029
H 3.16085 -5.74795 0.11619
H 2.68851 -6.09716 -1.49799
H 1.54444 -7.05377 0.89034
H 4.28521 -10.12943 0.05767
H 6.27264 -10.49744 -1.37292
H 6.35282 -9.61781 -3.64795
H 4.43543 -8.35099 -4.55419
H 2.42872 -7.96540 -3.17304
H -0.05013 -5.48748 0.87605
H -2.03055 -6.85645 0.65179
H -1.10839 -7.96947 -0.29312
H -0.11694 -8.68410 1.56433
H -1.31383 -7.94963 2.34604
H -2.29901 -3.94214 -1.38603
H -2.55872 -5.13593 -0.17204
H -2.26926 -3.66124 1.38719
H -0.59072 -3.53587 1.02006
H -2.92246 -1.77841 0.53777
H -1.87482 -1.78588 -0.84515
H -0.81957 -1.32604 1.98302
H -0.13398 -0.78576 0.42429
H -2.12306 0.52280 0.15022
H 0.53291 2.76375 0.84097
H 1.09429 1.16316 1.36149
H 0.31206 1.33486 -0.17912
H -0.46298 -6.99198 -2.39811
H -0.99573 -5.52288 -3.14226
H -3.21881 -5.81877 -2.57265
H -2.91921 -6.93414 -1.28101
H -4.52830 -8.62972 -3.09422
H 0.92187 -5.02579 -2.50344
H 0.83145 -2.92210 -3.15838
H 0.18650 -2.23881 -1.69745
H -0.83638 -3.16657 -2.81166
C 0.81989 4.53753 2.79913
C -0.27702 5.37335 2.61944
C -0.09319 6.67299 2.17900
C 1.18951 7.14475 1.92599
C 2.29168 6.31093 2.12433
C 2.10038 5.00416 2.55336
C 3.67921 6.80549 1.89644
O 4.63521 6.07632 2.06024
C 3.85677 8.22063 1.46532
C 5.14100 8.72089 1.29557
C 5.32394 10.02947 0.88284
C 4.22438 10.84267 0.62980
C 2.94197 10.35076 0.80139
C 2.75246 9.04250 1.22689
C 1.36592 8.53971 1.43503
O 0.40335 9.24505 1.21454
H 0.66926 3.52251 3.13684
H -1.27360 5.00415 2.82126
H -0.94126 7.32681 2.02988
H 2.95758 4.36009 2.69489
H 5.99188 8.08320 1.49021
H 6.32514 10.41885 0.75565
H 4.37017 11.86296 0.30117
H 2.08344 10.97895 0.60943
C -2.52499 13.01785 -0.39895
C -1.75488 11.92936 -0.00318
C -2.07962 10.65408 -0.43124
C -3.18514 10.45917 -1.24977
C -3.97068 11.55084 -1.63180
C -3.63045 12.82956 -1.21103
C -5.18434 11.36534 -2.47500
O -5.86366 12.31110 -2.81353
C -5.54604 9.97859 -2.88759
C -6.70136 9.77410 -3.63086
C -7.04696 8.49598 -4.03343
C -6.23527 7.41625 -3.70142
C -5.08522 7.61403 -2.95717
C -4.73961 8.89317 -2.54078
C -3.51212 9.08204 -1.71406
O -2.80571 8.13725 -1.42699
H -2.26388 14.01461 -0.06871
H -0.89763 12.07449 0.64096
H -1.47682 9.81087 -0.12571
H -4.23604 13.67056 -1.51858
H -7.32557 10.61830 -3.88838
H -7.94956 8.33819 -4.60868
H -6.50434 6.41861 -4.02263
H -4.45167 6.77912 -2.69235
*
```

Values from the calculation:
* LUMO level: -2.56 eV
* E_tot: -83039.13563 eV

=====

(3)
Molecular formula: C57H66BaN5O7SSb
Method: DFT, wB97M-V/def2-TZVPD

```
! RIJCOSX wB97M-V def2-TZVPD def2/J DEFGRID3
* xyz -2 1
Ba -0.66900 0.44926 -0.16910
C 3.96795 -0.89211 3.32204
C 4.29202 0.31614 4.20638
C 5.76396 0.69450 3.98443
C 4.07690 -0.08474 5.67278
C 3.41012 1.51878 3.87144
C 3.57675 2.73085 4.55742
C 2.82153 3.85338 4.26126
C 1.86910 3.77268 3.25426
S 0.78176 4.96839 2.62115
C 0.14079 3.74483 1.46293
N 0.70830 2.59573 1.58881
C 1.67520 2.56404 2.56393
C 2.44662 1.44719 2.88031
C -0.91788 4.06487 0.52053
C -1.53942 5.32081 0.59871
C -2.60209 5.62354 -0.22651
C -3.04775 4.65258 -1.11879
C -2.40548 3.42520 -1.19534
C -1.29719 3.06448 -0.40878
H 4.64668 -1.71474 3.56127
H 4.07421 -0.65294 2.26241
H 2.94570 -1.23752 3.48729
H 6.41216 -0.16320 4.18596
H 6.06817 1.51332 4.63895
H 5.91462 1.00945 2.94999
H 4.66194 -0.97753 5.91162
H 3.02217 -0.30457 5.84798
H 4.37833 0.71403 6.35352
H 4.32130 2.80676 5.34271
H 2.97608 4.77904 4.80265
H 2.26249 0.55380 2.30321
H -1.19664 6.05531 1.32416
H -3.09150 6.58874 -0.16472
H -3.90639 4.86165 -1.75118
H -2.80054 2.70026 -1.90872
C -3.34756 -0.76032 -4.86690
C -3.13636 0.72866 -4.85876
C -4.10446 1.59524 -5.34652
C -3.89830 2.96592 -5.35099
C -2.71672 3.47858 -4.84255
C -1.73243 2.64869 -4.31969
C -0.47354 3.22225 -3.74461
C -1.94539 1.26518 -4.33528
N -1.03784 0.34994 -3.78472
C -0.26042 -0.34150 -4.50022
C -0.06519 -0.08578 -5.98120
C 0.44674 -1.51680 -3.89648
C 0.75398 -2.70822 -4.78331
N 0.71731 -1.52995 -2.66633
C 1.36291 -2.58143 -2.02080
C 0.63691 -3.62998 -1.43497
C -0.86342 -3.68182 -1.54479
C 1.32995 -4.63747 -0.77556
C 2.70834 -4.59667 -0.63902
C 3.40922 -3.53376 -1.18544
C 2.76173 -2.53319 -1.89482
C 3.55570 -1.41036 -2.51373
H -4.40084 -0.99758 -4.99304
H -3.02163 -1.19536 -3.92130
H -2.77998 -1.24094 -5.67327
H -5.03625 1.18317 -5.71704
H -4.65615 3.62948 -5.75046
H -2.55158 4.54987 -4.82085
H -0.41526 4.29282 -3.94324
H 0.40743 2.72704 -4.16043
H -0.44594 3.04627 -2.66725
H -0.43795 0.90770 -6.22469
H -0.61957 -0.80530 -6.58841
H 0.99227 -0.14893 -6.24431
H 0.62072 -2.50207 -5.84086
H 0.08210 -3.52294 -4.50322
H 1.77375 -3.05286 -4.60492
H -1.29210 -2.68781 -1.66255
H -1.29573 -4.13777 -0.65366
H -1.17770 -4.28195 -2.40562
H 0.76767 -5.46369 -0.35509
H 3.23700 -5.37681 -0.10461
H 4.48449 -3.46782 -1.05489
H 4.32376 -1.06316 -1.82122
H 2.91177 -0.56755 -2.76252
H 4.05446 -1.74641 -3.42846
O 1.73717 -0.07642 0.19813
N 2.81134 0.50536 -0.14097
N 2.73403 1.25450 -1.17757
O 1.67645 1.45094 -1.89182
C 3.94396 1.89635 -1.56058
C 3.93169 2.70064 -2.69439
C 5.09078 3.33056 -3.11793
C 6.27705 3.16818 -2.41722
C 6.28568 2.37279 -1.27685
C 5.13358 1.74042 -0.84611
H 2.99494 2.81548 -3.22052
H 5.07376 3.95025 -4.00617
H 7.18489 3.65525 -2.75194
H 7.20722 2.24339 -0.72186
H 5.13810 1.12437 0.04072
O -6.94518 0.49776 -0.18152
C -5.73466 0.54847 -0.26935
C -4.89421 -0.14273 -1.29959
O -5.30809 -0.67289 -2.32050
C -3.51856 -0.11395 -0.79143
C -3.48951 0.62726 0.42355
O -2.45445 0.67596 1.16883
C -4.80107 1.20437 0.70339
O -5.10120 1.99202 1.58482
O -2.49794 -0.71653 -1.25201
C -0.60089 -4.56338 2.48821
C -1.20372 -3.53835 3.44836
C -2.09860 -4.23049 4.47195
Sb -1.90712 -1.79471 2.17895
C -1.89168 -0.36381 3.85855
C -0.43895 -0.08017 4.22313
C -2.70206 -0.70799 5.10162
C -4.03834 -2.30475 1.91086
C -4.16963 -3.12578 0.62940
C -4.77935 -2.99124 3.05207
H -0.08001 -5.36562 3.02933
H 0.11134 -4.08288 1.81528
H -1.37967 -5.03677 1.88050
H -0.37008 -3.07501 3.99012
H -2.77255 -4.93658 3.98295
H -2.70589 -3.52591 5.03896
H -1.49463 -4.80389 5.18800
H -2.31454 0.53224 3.40937
H 0.05422 -0.96615 4.63814
H -0.37903 0.71459 4.97527
H 0.12911 0.24928 3.35242
H -2.26599 -1.54910 5.64742
H -3.73694 -0.94125 4.85441
H -2.72039 0.15318 5.78001
H -4.49380 -1.32641 1.74955
H -3.71547 -4.11488 0.75337
H -3.69529 -2.63523 -0.22138
H -5.22669 -3.26718 0.37883
H -4.48650 -4.03707 3.14326
H -5.85719 -2.96457 2.85562
H -4.61238 -2.49878 4.00804
*
```

Values from the calculation:
* LUMO level: 3.74 eV
* relative energy (zero: lowest compared OMol25 entry of this formula, charge and spin): 32.5 kcal/mol
* E_tot: -100029.70177 eV